Formula: C10H30N10O20
Source: the OMol25 dataset
Level of theory: the ωB97M-V functional and the def2-TZVPD basis

Results
Orbital gap (eV): 10.922
E (eV): -66676.3832
Structure (SMILES): C[N+](=O)[O-].C[N+](=O)[O-].C[N+](=O)[O-].C[N+](=O)[O-].C[N+](=O)[O-].C[N+](=O)[O-].C[N+](=O)[O-].C[N+](=O)[O-].C[N+](=O)[O-].C[N+](=O)[O-]
F_max (hartree/bohr): 0.1138

The geometry in XYZ format:
```
70
C10H30N10O20 (the ωB97M-V functional and the def2-TZVPD basis)
C -21.77664 10.95160 23.04251
N -20.88710 12.06005 23.46812
O -20.20583 11.87989 24.48991
O -20.94106 13.08500 22.78175
H -21.66333 10.93867 21.95849
H -22.76924 11.19830 23.41933
H -21.46149 9.96109 23.37065
C -21.02029 26.65492 27.45951
N -21.30138 25.19982 27.76797
O -20.57662 24.66505 28.62560
O -22.13212 24.58763 27.10771
H -20.00618 26.99074 27.24294
H -21.55070 27.26342 28.19196
H -21.54181 26.79876 26.51324
C -23.20138 11.45755 31.59001
N -23.65404 10.31728 32.36294
O -23.44565 10.24553 33.52299
O -24.15633 9.45974 31.68278
H -22.44784 11.04177 30.92112
H -22.79776 12.21096 32.26645
H -23.96158 11.91555 30.95722
C -28.57828 25.86468 25.33489
N -29.62527 26.26624 24.33792
O -29.51190 27.42354 23.96197
O -30.47974 25.44865 23.97179
H -27.67332 26.34030 24.95681
H -28.67368 24.77892 25.32287
H -28.84811 26.25394 26.31661
C -18.79412 21.49946 22.30445
N -18.38553 22.87702 22.54291
O -17.41497 23.02941 23.39004
O -18.96491 23.77305 22.00014
H -17.94135 20.84729 22.11589
H -19.33296 21.53242 21.35753
H -19.41077 21.41896 23.19963
C -25.73402 17.78362 24.66306
N -25.83388 16.31287 24.63061
O -26.36216 15.75551 23.66590
O -25.31245 15.67340 25.56753
H -24.75264 18.07354 25.03849
H -26.44494 18.05732 25.44266
H -26.09976 18.18449 23.71774
C -32.37536 19.68887 27.88247
N -31.17234 19.95336 28.65339
O -30.43997 18.97425 28.96502
O -30.91042 21.07664 28.75249
H -32.46918 18.69246 27.45066
H -32.36783 20.35031 27.01614
H -33.19998 20.07870 28.47924
C -27.25733 17.67971 16.25749
N -25.88708 18.22379 15.95693
O -25.12655 18.38746 16.89731
O -25.58172 18.27534 14.74830
H -27.45148 16.71614 15.78638
H -27.93060 18.33011 15.69911
H -27.53580 17.71411 17.31076
C -30.25999 10.16681 26.98215
N -31.50643 10.23019 26.20748
O -31.49143 9.85650 25.02817
O -32.42608 10.79959 26.77772
H -29.89153 11.19222 27.01160
H -29.64464 9.47512 26.40682
H -30.29406 9.85194 28.02512
C -24.65417 25.96862 20.03365
N -25.09863 24.66599 20.56741
O -24.22737 24.04745 21.15719
O -26.22083 24.26808 20.32624
H -23.92867 26.34527 20.75468
H -25.40759 26.74483 19.89961
H -24.17495 25.71711 19.08751
```

These are the natural (NBO) partial charges, in e, on atoms 1 to 5:
1 C -0.486
2 N 0.520
3 O -0.371
4 O -0.369
5 H 0.233

=====

Formula: C3H12NO
Source: the OMol25 dataset
Level of theory: the ωB97M-V functional and the def2-TZVPD basis

Results
Orbital gap (eV): 12.456
E (eV): -6836.8666
Net charge: +1
F_max (hartree/bohr): 0.0589

The geometry in XYZ format:
```
17
C3H12NO (the ωB97M-V functional and the def2-TZVPD basis)
C -0.16432 0.27806 -1.03381
C -0.50441 0.92416 0.33238
C -1.19845 2.25109 0.14131
N 0.85049 -0.83253 -0.80794
H -1.07137 -0.19148 -1.23559
H 0.32138 0.97708 -1.70225
H 0.32840 0.91568 1.04193
H -1.16455 0.22494 0.85682
H -0.51993 2.99593 -0.27618
H -2.08708 2.22542 -0.47657
H -1.49855 2.64910 1.10178
H 0.94152 -1.40164 -1.64062
H 1.73916 -0.39017 -0.62181
H 0.57133 -1.46783 -0.04410
H 1.23286 -2.52819 2.03002
H 1.12751 -3.79227 1.20910
O 1.09601 -2.83736 1.12551
```

These are the natural (NBO) partial charges, in e, on atoms 1 to 5:
1 C -0.218
2 C -0.416
3 C -0.620
4 N -0.677
5 H 0.231

=====

Formula: C19H35O8P2SSbSe4Tc
Source: the OMol25 dataset
Level of theory: the ωB97M-V functional and the def2-TZVPD basis

Results
Orbital gap (eV): 6.552
E (eV): -336192.8034
Net charge: -1
F_max (hartree/bohr): 0.0216

The geometry in XYZ format:
```
71
C19H35O8P2SSbSe4Tc (the ωB97M-V functional and the def2-TZVPD basis)
Tc -0.37554 -0.01903 -1.10614
Se -1.00224 -4.07318 -4.69409
Sb -1.49542 -3.42729 -2.46658
Se -2.34120 -1.02012 -1.93086
Se 0.47523 -2.35826 -1.12880
Se -2.81149 -4.88761 -1.06777
C -2.00754 3.96958 1.40511
C -2.54824 3.40504 0.10777
O -3.51333 4.30716 -0.44601
P -3.36839 1.78166 0.38034
O -4.43070 2.02088 1.54669
O -4.31682 1.56050 -0.87606
O -2.43430 0.68717 0.69905
P -1.24748 3.09800 -1.15025
O -0.52627 4.52511 -1.40641
O -2.01076 2.68617 -2.36123
O -0.20544 2.22550 -0.50002
H -2.79659 4.06769 2.15203
H -1.57465 4.95120 1.21070
H -1.22727 3.31238 1.79058
H -3.67513 3.97792 -1.34401
H -5.21181 2.50133 1.23476
H -3.89388 0.96770 -1.52110
H -1.09281 5.06386 -1.97351
C 0.03301 -0.04879 -4.79164
C 1.21310 0.15455 -3.83028
C 2.03022 1.36653 -4.30927
C 2.12221 -1.08028 -3.86576
C 0.77417 0.46044 -2.40301
H 0.34718 -0.63224 -5.65832
H -0.35691 0.91361 -5.12961
H -0.78130 -0.58466 -4.31496
H 2.31867 1.23397 -5.35395
H 2.94031 1.48747 -3.71552
H 1.44048 2.28249 -4.22852
H 2.57370 -1.13362 -4.85952
H 1.56787 -1.99596 -3.69992
H 2.92106 -1.01659 -3.12240
H 1.29318 1.33897 -1.98791
C -2.57066 -1.94483 2.65509
S -1.42292 -2.20177 1.30673
C -0.77604 -3.77885 1.82384
O -0.24853 -1.24457 1.80215
H -2.03155 -1.93192 3.60084
H -3.29191 -2.76099 2.62486
H -3.05423 -0.99270 2.45808
H -1.49359 -4.52710 1.48476
H -0.62083 -3.78420 2.90088
H 0.15742 -3.90455 1.28324
C 2.83889 -0.25368 0.22923
C 1.83944 0.01345 1.36699
C 2.04278 1.48980 1.75150
C 0.33285 -0.13977 0.96469
C 2.15326 -0.91011 2.54601
C 1.96401 -0.51058 3.86682
C 2.14881 -1.38950 4.92399
C 2.53291 -2.69987 4.68728
C 2.73867 -3.11350 3.37914
C 2.54898 -2.23156 2.32821
H 2.67384 0.45856 -0.57651
H 2.75156 -1.24845 -0.19945
H 3.85742 -0.12131 0.60229
H 1.82674 2.11848 0.88697
H 3.07327 1.66512 2.06883
H 1.36912 1.80278 2.54974
H -0.18071 0.73008 1.37622
H 1.65786 0.50358 4.08464
H 1.98330 -1.04851 5.93903
H 2.66918 -3.39147 5.50943
H 3.04143 -4.13361 3.17520
H 2.68432 -2.58769 1.31570
```

These are the Mulliken partial charges, in e, on atoms 1 to 5:
1 Tc -0.552
2 Se -0.627
3 Sb 0.653
4 Se -0.698
5 Se -0.833

=====

Formula: C26H22BN5O3Zn
Source: the OMol25 dataset
Level of theory: the ωB97M-V functional and the def2-TZVPD basis

Results
Orbital gap (eV): 5.235
E (eV): -90006.9002
Net charge: -2
F_max (hartree/bohr): 0.0109

The geometry in XYZ format:
```
58
C26H22BN5O3Zn (the ωB97M-V functional and the def2-TZVPD basis)
Zn -0.78836 -0.18278 -2.27994
C 2.24728 4.38131 1.73167
C 1.34405 3.20810 1.45752
C 1.57366 1.95401 2.02782
C 0.78831 0.86118 1.72602
C -0.30796 0.92897 0.82603
N -1.05302 -0.11971 0.43191
C -1.50548 -1.04274 1.30322
C -1.68261 -0.77886 2.68323
C -2.19704 -1.69859 3.58087
C -2.60132 -2.95122 3.14721
C -3.23261 -3.95507 4.07702
C -2.46639 -3.22490 1.78707
C -1.91934 -2.33936 0.86292
N -1.79226 -2.78364 -0.47713
C -1.84654 -4.09036 -0.84685
C -1.97930 -4.14593 -2.20241
C -1.99243 -2.79743 -2.71455
N -1.89023 -1.99617 -1.64459
C -0.51391 2.21242 0.26141
C 0.28958 3.30168 0.56001
N -1.59215 2.41058 -0.64617
C -2.44546 3.45540 -0.68675
C -3.24165 3.29111 -1.79974
C -2.79097 2.09346 -2.38933
N -1.80652 1.58103 -1.67494
H 2.75541 4.26746 2.69204
H 1.68770 5.31997 1.76170
H 3.02173 4.48928 0.96517
H 2.40877 1.82984 2.71269
H 1.00418 -0.10173 2.17268
H -1.40230 0.20452 3.04050
H -2.30170 -1.42372 4.62788
H -2.91133 -3.78980 5.10862
H -2.96023 -4.97830 3.80509
H -4.32742 -3.90029 4.06530
H -2.82947 -4.18124 1.43153
H -1.76450 -4.87741 -0.11552
H -2.01378 -5.05348 -2.78943
H -1.94022 -1.01755 -4.05667
H 0.09315 4.24210 0.05318
H -2.42578 4.20971 0.08183
H -4.04072 3.93407 -2.12818
H -3.07606 1.54321 -3.27642
O -1.71878 -0.07615 -3.99383
O 2.12686 1.08671 -2.41056
B 1.30598 -0.03785 -2.04651
O 2.22258 -1.05541 -1.62301
C 3.47711 -0.56532 -1.73476
C 4.67872 -1.17461 -1.44576
C 5.84352 -0.42900 -1.65358
C 5.78617 0.87433 -2.13067
C 4.56123 1.48448 -2.41975
C 3.41929 0.74141 -2.21410
H 4.70811 -2.19011 -1.07281
H 6.80678 -0.87595 -1.43690
H 6.70531 1.42869 -2.28068
H 4.50236 2.49968 -2.79058
```

These are the natural (NBO) partial charges, in e, on atoms 1 to 5:
1 Zn 1.514
2 C -0.612
3 C -0.111
4 C -0.200
5 C -0.274

=====

Formula: C6H8N2O
Source: the OMol25 dataset
Level of theory: the ωB97M-V functional and the def2-TZVPD basis

Results
Orbital gap (alpha / beta) (eV): 6.581 / 6.589
E (eV): -11375.5400
F_max (hartree/bohr): 0.0851

The geometry in XYZ format:
```
17
C6H8N2O (the ωB97M-V functional and the def2-TZVPD basis)
C 1.63486 -1.66425 -0.09894
C 2.46747 -0.53599 -0.00300
C 0.20981 -1.38755 -0.08010
C -0.85496 -2.25927 -0.07690
C 1.64893 1.92610 0.18902
C -0.95331 0.92324 0.08712
N 0.15692 0.02706 -0.08152
N 1.39427 0.60692 -0.04301
O 3.58362 -0.20926 0.11528
H 2.03261 -2.63748 -0.34085
H -1.91488 -1.92903 -0.24864
H -0.55153 -3.28823 0.15344
H 0.84898 2.66708 0.10534
H 2.75273 2.14613 -0.00260
H -1.86101 0.62790 -0.27644
H -1.15251 1.27244 1.10929
H -0.71680 1.90023 -0.35469
```

These are the natural (NBO) partial charges, in e, on atoms 1 to 5:
1 C -0.535
2 C 0.608
3 C 0.181
4 C -0.529
5 C -0.163

=====

Formula: C45H52BBrCl2F4N8PRbSSi4Te
Source: the OMol25 dataset
Level of theory: the ωB97M-V functional and the def2-TZVPD basis

Results
Orbital gap (alpha / beta) (eV): 4.277 / 4.307
E (eV): -225635.4812
Net charge: -1
Spin multiplicity: 2
<S²>: 0.9006
F_max (hartree/bohr): 0.0733

The geometry in XYZ format:
```
121
C45H52BBrCl2F4N8PRbSSi4Te (the ωB97M-V functional and the def2-TZVPD basis)
Rb 1.30446 0.13314 0.89246
C 3.49461 -4.07154 -1.34708
C 3.11413 -3.60878 -0.07383
N 2.44204 -2.47364 -0.14544
N 2.40491 -2.16125 -1.47046
C 3.00842 -3.12139 -2.20851
B 1.95710 -0.82460 -1.89996
N 2.92524 0.26087 -1.55551
C 4.22336 0.20733 -1.97611
C 4.72685 1.47744 -1.98885
C 3.63966 2.27691 -1.58382
N 2.56524 1.55850 -1.32084
N 0.77966 1.15867 -3.75224
C 0.11324 2.28995 -3.27449
C -0.72773 2.48562 -2.22738
C -1.09865 1.45614 -1.32200
N -0.49423 0.31319 -1.71002
N 1.55985 1.15154 -4.85151
C 1.30372 1.72330 -6.05198
C 2.37224 1.40768 -6.86291
C 3.20930 0.62480 -6.05368
N 2.71931 0.48510 -4.82601
H 4.00446 -4.98550 -1.59593
H 3.26769 -4.07972 0.88497
H 3.02892 -3.04096 -3.28349
H 4.66482 -0.73919 -2.24191
H 5.72013 1.79039 -2.26072
H 3.59984 3.34922 -1.45855
H 0.40855 3.17755 -3.83724
H -1.07913 3.50843 -2.12535
H -2.01710 1.42908 -0.74672
H 0.38332 2.25575 -6.21570
H 2.51562 1.69089 -7.89096
H 4.14864 0.15779 -6.30120
Cl 0.44309 -0.38876 -2.72169
C 0.03483 -1.73114 -3.32527
C -0.81844 -2.45507 -5.54500
C -0.77212 -3.63891 -6.21414
C -0.35313 -4.67757 -5.30106
C -0.12291 -4.10320 -4.09082
Cl 0.32529 -4.93934 -2.65690
C -0.40685 -2.68096 -4.17056
S -2.67679 -2.19019 -2.25461
H -1.10895 -1.48853 -5.92877
H -1.01020 -3.79570 -7.25637
H -0.25916 -5.73005 -5.52198
F 0.44774 3.48119 7.46630
C 0.93142 3.42249 6.22929
C 0.94249 4.54788 5.43253
F 0.47605 5.70059 5.90796
C 1.45734 4.47438 4.14725
F 1.48633 5.62105 3.45909
C 1.94730 3.29454 3.60541
P 2.43264 3.05791 1.83211
C 1.77265 4.49460 0.93695
C 2.56694 5.44727 0.30862
C 1.98198 6.43941 -0.46659
C 0.60436 6.48929 -0.61524
C -0.19217 5.53067 -0.00337
C 0.39095 4.52969 0.75398
C 4.23016 3.33911 1.97186
C 5.07516 2.36992 1.44007
C 6.45366 2.50963 1.53744
C 6.99298 3.61632 2.17310
C 6.15645 4.58629 2.71461
C 4.78212 4.44781 2.61510
C 1.94738 2.17446 4.44982
Br 2.69675 0.51461 3.92882
C 1.45104 2.23670 5.73753
F 1.46062 1.17457 6.54023
H 3.64361 5.41612 0.41670
H 2.60803 7.17348 -0.95775
H 0.15140 7.26425 -1.21995
H -1.26601 5.54582 -0.13692
H -0.23597 3.75729 1.18800
H 4.65735 1.50545 0.93814
H 7.10006 1.75209 1.11367
H 8.06723 3.72590 2.25108
H 6.57692 5.44940 3.21477
H 4.13221 5.20510 3.03909
C -1.43722 -0.87966 3.29395
Si -2.49428 -2.44245 3.06794
C -3.79456 -2.37182 4.44642
C -1.34494 -3.88648 3.47030
Si -3.35886 -2.63654 0.90077
Te -1.25826 -2.39021 -0.37403
Si -4.85844 -0.83419 0.72612
C -4.25933 0.64646 1.74373
C -6.49845 -1.38730 1.49200
C -5.22587 -0.17737 -0.98772
Si -4.27552 -4.76255 0.56221
C -5.66688 -5.10294 1.79850
C -2.92969 -6.05048 0.84184
C -4.93859 -4.94884 -1.17859
H -1.05074 -0.89348 4.32020
H -2.01877 0.03255 3.15972
H -0.57502 -0.82103 2.62379
H -3.33410 -2.34450 5.43863
H -4.44598 -3.24790 4.40052
H -4.43010 -1.48819 4.34584
H -0.82552 -3.71468 4.41852
H -0.59610 -4.01330 2.68408
H -1.89702 -4.82495 3.54931
H -4.20988 0.42829 2.81227
H -4.95195 1.48188 1.60177
H -3.26831 0.96897 1.41472
H -6.36936 -1.77821 2.50421
H -6.95903 -2.17123 0.88638
H -7.19592 -0.54529 1.53825
H -4.34105 0.28392 -1.42727
H -6.03406 0.56094 -0.92169
H -5.51406 -0.98078 -1.66481
H -5.30760 -5.03165 2.82807
H -6.05880 -6.11392 1.64988
H -6.49413 -4.40061 1.68255
H -2.80642 -6.28257 1.90181
H -1.97368 -5.69267 0.45287
H -3.18284 -6.97629 0.31761
H -5.80013 -4.30019 -1.35258
H -5.24191 -5.98668 -1.35158
H -4.16695 -4.66260 -1.89607
```

These are the Mulliken partial charges, in e, on atoms 1 to 5:
1 Rb 1.296
2 C -0.857
3 C -0.543
4 N -0.597
5 N 1.158

=====

Formula: IO2V
Source: the OMol25 dataset
Level of theory: the ωB97M-V functional and the def2-TZVPD basis

Results
Orbital gap (eV): 3.227
E (eV): -37878.1258
F_max (hartree/bohr): 0.1217

The geometry in XYZ format:
```
4
IO2V (the ωB97M-V functional and the def2-TZVPD basis)
O 1.04620 2.00667 -0.27074
V 0.12627 0.94104 0.20524
O -1.13000 1.40114 -0.74255
I -0.04246 -4.34886 0.80805
```

The computed Mulliken charges, all in e, follow:
1 O -0.480
2 V 1.546
3 O -0.545
4 I -0.521

=====

Formula: C6H13N
Source: the OMol25 dataset
Level of theory: the ωB97M-V functional and the def2-TZVPD basis

Results
Orbital gap (eV): 10.439
E (eV): -7921.9534
Structure (SMILES): C=CCC[C@H](C)N
F_max (hartree/bohr): 0.0410

The geometry in XYZ format:
```
20
C6H13N (the ωB97M-V functional and the def2-TZVPD basis)
C -2.63387 1.31125 1.57321
C -1.44812 0.97489 1.05527
C -1.16710 0.83826 -0.40308
C -0.28993 -0.43809 -0.65965
C 1.25481 -0.27040 -0.70958
C 1.87632 -1.64975 -0.90243
N 1.58270 0.46955 0.53746
H -2.67857 1.38287 2.65187
H -3.51281 1.40919 0.94498
H -0.69784 0.82527 1.82302
H -2.10454 0.61410 -0.92724
H -0.71720 1.66649 -0.94848
H -0.59163 -0.85743 -1.63604
H -0.61592 -1.22250 0.03638
H 1.54521 0.43228 -1.50023
H 1.50799 -2.08849 -1.82724
H 2.96183 -1.54701 -0.82105
H 1.60041 -2.30957 -0.07140
H 1.54968 -0.24106 1.27562
H 2.57856 0.70016 0.50862
```

These are the natural (NBO) partial charges, in e, on atoms 1 to 5:
1 C -0.407
2 C -0.165
3 C -0.448
4 C -0.390
5 C -0.050